Formula: C4H8NOS
Source: OMol25
Level of theory: ωB97M-V/def2-TZVPD

Geometry (Å):
C 1.19984 1.67081 -0.09626
C 0.03683 -0.38034 -0.10072
C 2.38261 -0.42534 0.16179
C -3.10846 -0.55992 -0.01369
N 1.18116 0.37152 -0.01192
O -0.16632 -1.51688 -0.30516
S -2.03642 0.84284 0.16689
H 2.14052 2.19588 -0.02399
H 0.28004 2.21927 -0.23688
H 2.30374 -1.02993 1.06805
H 3.25823 0.21596 0.23408
H 2.50026 -1.11054 -0.68118
H -3.88365 -0.30260 -0.73742
H -3.56446 -0.78290 0.94923
H -2.52394 -1.40783 -0.37281

The calculation puts the energy above the lowest of the compared OMol25 structures with the same formula, charge and spin at 2.6480 eV. The net charge is +1. As for the HOMO energy: -12.8611 eV. As for the largest force on an atom: 7.32 eV/A. Its HOMO-LUMO gap is 6.2 eV.